No. 1
Computed, not measured: a 4-piece molecular cluster, C21H36BrF9IN3O10Si2 overall, with the ωB97M-V functional and the def2-TZVPD basis.

Summary:
Total energy, hartree: -6088.10492
Gap between HOMO and LUMO, eV: 9.77

Atoms and positions in Å:
C 2.0573 2.6661 -0.0660
C 2.5221 2.7890 1.4027
O 3.6882 2.7097 1.6551
O 1.6429 2.9937 2.4801
C 0.3904 2.3998 2.3490
O -0.5132 3.0004 1.8304
C 0.1225 0.9840 2.8915
Si 0.5716 -0.3078 1.5818
I 2.8608 -1.0895 2.0676
O -0.5011 -1.5829 1.5234
Si -0.3159 -2.4022 0.0163
C -0.1317 -4.2742 0.2537
C 0.8125 -4.9990 -0.7526
C 0.1103 -5.2448 -2.1447
Br 2.5592 -4.1386 -1.0089
C -1.9139 -2.0419 -0.9608
C -1.7150 -1.4123 -2.3924
N -2.4894 -2.1994 -3.4002
N -2.2286 -0.0339 -2.4644
N -0.3359 -1.3849 -2.8539
H 1.0218 2.9888 -0.2459
H 2.7185 3.3076 -0.6576
H 2.1975 1.6311 -0.4150
H -0.9655 0.9159 3.0526
H 0.6651 0.8526 3.8412
H 0.5722 0.3159 0.2481
H 0.8828 -1.8469 -0.6061
H 0.1864 -4.5627 1.2714
H -1.1392 -4.7097 0.1010
H 1.0255 -5.9853 -0.3143
H -0.9070 -4.8340 -2.0398
H 0.1181 -6.3233 -2.3304
H 0.7039 -4.7052 -2.8953
H -2.4147 -3.0212 -1.0784
H -2.5820 -1.4410 -0.3192
H -3.4163 -2.3758 -3.0196
H -2.0175 -3.0862 -3.5634
H -2.8814 0.1188 -1.7027
H -1.4421 0.6013 -2.3494
H -0.0022 -2.3107 -3.1085
H -0.2764 -0.8019 -3.6855
C -0.4740 -12.5144 -2.0855
C 0.6493 -11.5158 -1.9012
O 0.7181 -10.6015 -3.0119
C -0.1577 -9.6047 -3.0007
O -0.9846 -9.4148 -2.1574
C 0.0666 -8.6950 -4.2129
F 0.2120 -9.3874 -5.3501
F 1.1757 -7.9447 -4.0758
F -0.9456 -7.8453 -4.4140
H -0.3707 -13.0333 -3.0394
H -0.4687 -13.2479 -1.2796
H -1.4446 -12.0185 -2.0933
H 1.6052 -12.0360 -1.8756
H 0.5527 -10.9687 -0.9634
C -1.9551 5.6153 2.7109
C -2.7662 5.1977 3.9175
O -3.4867 6.3145 4.4764
C -4.6091 6.6537 3.8538
O -5.0553 6.1161 2.8834
C -5.2833 7.8210 4.5855
F -4.4106 8.7921 4.8909
F -5.8399 7.4114 5.7366
F -6.2487 8.3748 3.8524
H -1.2927 6.4454 2.9645
H -1.3561 4.7790 2.3458
H -2.6006 5.9570 1.9010
H -2.1013 4.8417 4.7033
H -3.4522 4.3843 3.6796
C 3.8548 9.7418 -0.3174
C 2.7141 8.8178 0.0539
O 3.1157 7.4380 -0.0303
C 3.8172 6.9718 0.9992
O 4.1345 7.6007 1.9639
C 4.1312 5.4854 0.7904
F 4.5797 5.2302 -0.4469
F 3.0201 4.7304 0.9671
F 5.0527 5.0503 1.6342
H 4.2470 9.4872 -1.3031
H 3.5193 10.7786 -0.3255
H 4.6799 9.6524 0.3892
H 1.8949 8.9402 -0.6528
H 2.3219 9.0400 1.0464

Mulliken atomic charge list, values in e, 5 entries:
1. C -1.0181
2. C 1.0185
3. O -0.5464
4. O -0.2946
5. C 0.4246

=====

No. 2
Computed, not measured: one molecule with the formula C7H11O, with the ωB97M-V functional and the def2-TZVPD basis.

Summary:
Total energy, hartree: -348.40183
Multiplicity: 2
Gap between HOMO and LUMO (spin up / spin down), eV: 10.26 / 7.94

Atoms and positions in Å:
C 2.1421 1.0052 -0.3952
O 2.9006 1.5607 0.5198
C 1.7143 -0.5905 -0.0052
C 0.4615 -0.8238 0.7535
C -0.8354 -0.4902 -0.0709
C -1.3384 -1.4198 -0.8782
C -2.6765 1.0763 0.5888
C -1.3939 0.8190 0.3299
H 1.1563 1.5199 -0.3663
H 2.6062 0.9951 -1.3720
H 1.7278 -1.0070 -1.0413
H 2.6817 -0.7891 0.4813
H 0.3884 -0.2491 1.6683
H 0.4090 -1.9063 0.9077
H -0.7378 -2.2946 -1.1746
H -2.2125 -1.3318 -1.4969
H -2.9818 2.0571 0.8801
H -3.4103 0.3179 0.4376
H -0.6014 1.5508 0.2335

natural (NBO) atomic charge list, values in e, 5 entries:
1. C -0.0945
2. O -0.3422
3. C -0.3556
4. C -0.4610
5. C -0.0094

=====

No. 3
Computed, not measured: C3H5InO3 as an isolated structure, with the ωB97M-V functional and the def2-TZVPD basis.

Summary:
Total charge: +2
Total energy, hartree: -532.20242
Gap between HOMO and LUMO, eV: 5.15

Atoms and positions in Å:
H -1.7871 0.7809 0.8463
C -0.2824 -0.2322 0.8967
C -0.6751 1.2048 1.0157
O 0.6236 0.3308 -0.4232
C 0.6779 -0.4825 -1.3965
O 1.7414 -0.2601 -2.1249
H 0.4605 -0.4789 1.6768
H 0.1237 1.9413 0.8658
H 1.8231 -0.9400 -2.8050
H -0.8721 1.4502 2.0691
In -0.8478 -2.0301 -1.1280
O -0.9858 -1.2842 0.5072

Mulliken atomic charge list, values in e, 5 entries:
1. H 0.2738
2. C 0.4505
3. C -0.9203
4. O -0.3014
5. C 0.4977

=====

| no. | F_max (hartree/bohr) |
| --- | --- |
| 1 | 0.07190 |
| 2 | 0.07321 |
| 3 | 0.13124 |